--- A ---
Entry from the Open Molecules 2025 dataset: one molecule with the formula H2N2O3S (the ωB97M-V functional and the def2-TZVPD basis).

Properties
Lowest unoccupied orbital energy   -0.70 eV

```
! wB97M-V def2-TZVPD RIJCOSX def2/J DEFGRID3
* xyz 0 1
N -1.23583 0.94779 -1.72705
N 1.04252 -0.48093 1.39358
O 0.35790 -1.51637 1.40102
O 2.09245 -0.25148 1.88782
O 0.53970 0.58337 0.67468
S -0.45157 -0.05705 -0.90984
H -0.83822 1.47051 -2.50204
H -1.50695 -0.69586 -0.21816
*
```

Löwdin atomic charge list, values in e, 5 entries:
1. N -0.375
2. N -0.516
3. O 0.004
4. O 0.123
5. O -0.269


--- B ---
Entry from the Open Molecules 2025 dataset: one molecule with the formula H2N2O3S (the ωB97M-V functional and the def2-TZVPD basis).

Properties
Lowest unoccupied orbital energy   -0.69 eV

```
! wB97M-V def2-TZVPD RIJCOSX def2/J DEFGRID3
* xyz 0 1
N 1.38611 0.15906 -0.25799
N -1.28337 -0.48943 0.02270
O -2.43220 -0.57352 -0.22768
O -0.51300 -1.38409 0.39547
O -0.16413 2.06192 0.59384
S -0.05037 0.95979 -0.53963
H 1.76446 -0.69643 -0.72130
H 1.29249 -0.03730 0.73458
*
```

Löwdin atomic charge list, values in e, 5 entries:
1. N -0.206
2. N -0.482
3. O 0.082
4. O -0.050
5. O -0.503


It is B that is the most stable of them.


--- A ---
Entry from the Open Molecules 2025 dataset: one molecule with the formula C4H5NOS (the ωB97M-V functional and the def2-TZVPD basis).

Properties
Lowest unoccupied orbital energy   -1.57 eV
Structure (SMILES)   C=CNC(=O)C=S

```
! wB97M-V def2-TZVPD RIJCOSX def2/J DEFGRID3
* xyz 0 1
C -1.51738 0.80093 -1.49119
C -0.90719 0.11603 -0.43913
N 0.58259 0.29605 -0.43026
C 1.46060 -0.39457 0.49828
O 2.59274 -0.92172 0.06702
C 0.83679 -0.68430 1.80128
S -0.16049 0.02205 2.79135
H -2.58214 1.02731 -1.68291
H -0.84514 1.36050 -2.12404
H -1.58071 -0.65297 0.24307
H 0.97333 0.61151 -1.38210
H 1.14700 -1.58082 2.14863
*
```

Löwdin atomic charge list, values in e, 5 entries:
1. C -0.020
2. C -0.180
3. N 0.028
4. C -0.400
5. O -0.015


--- B ---
Entry from the Open Molecules 2025 dataset: C4H5NOS as an isolated structure (the ωB97M-V functional and the def2-TZVPD basis).

Properties
Lowest unoccupied orbital energy   -0.29 eV

```
! wB97M-V def2-TZVPD RIJCOSX def2/J DEFGRID3
* xyz 0 1
C 0.59233 -0.04387 0.08315
C -1.62992 -0.36556 -0.14637
C -1.65378 0.95036 -0.76559
C -0.52977 -0.06981 -0.81859
H 0.52974 -0.38958 2.40600
H -2.22848 -1.22157 -0.67973
H -1.63361 2.05580 -0.45123
H -2.54651 0.56447 -1.65852
H -0.48889 -0.57262 -1.77508
N 0.19694 -0.66005 1.14573
O -1.30004 -0.70168 1.18011
S 2.16977 0.43566 -0.33863
*
```

Löwdin atomic charge list, values in e, 5 entries:
1. C -0.848
2. C -0.431
3. C 0.017
4. C -0.340
5. H 0.326


It is A that is the most stable of them.


--- A ---
Entry from the Open Molecules 2025 dataset: an isolated ion of composition CH5N2S and charge +1 (the ωB97M-V functional and the def2-TZVPD basis).

Properties
Lowest unoccupied orbital energy   -4.30 eV
Structure (SMILES)   N/C=[NH+]/S

```
! wB97M-V def2-TZVPD RIJCOSX def2/J DEFGRID3
* xyz 1 1
N 0.54341 1.04436 0.57324
C -0.23467 0.14362 0.04018
N 0.23973 -0.94895 -0.41564
S -0.53973 -2.37132 -1.24696
H 0.17403 2.03502 0.71821
H 1.46001 0.89755 0.76717
H -1.34186 0.45158 -0.16623
H 1.45139 -1.17142 -0.36024
H -1.76971 -2.22032 -0.95385
*
```

Löwdin atomic charge list, values in e, 5 entries:
1. N 0.171
2. C -0.279
3. N -0.312
4. S 0.860
5. H 0.186


--- B ---
Entry from the Open Molecules 2025 dataset: a 2-piece molecular cluster, CH5N2S overall (the ωB97M-V functional and the def2-TZVPD basis).

Properties
Lowest unoccupied orbital energy (alpha / beta)   -6.06 / -6.01 eV

```
! wB97M-V def2-TZVPD RIJCOSX def2/J DEFGRID3
* xyz 1 1
C 0.51402 -0.26471 -0.07290
N -0.55340 -0.10318 -2.04975
N 0.12955 0.47660 0.85249
S 0.60967 0.66173 2.45883
H 1.37242 -0.90424 -0.42739
H -1.29780 0.59534 -1.78923
H -0.90854 -0.98957 -2.09566
H -0.69500 1.11896 0.49378
H 0.82908 -0.59093 2.62982
*
```

Löwdin atomic charge list, values in e, 5 entries:
1. C 0.094
2. N 0.155
3. N -0.425
4. S 0.958
5. H 0.144


It is A that is the most stable of them.


--- A ---
Entry from the Open Molecules 2025 dataset: one molecule with the formula CH3NOS2 (the ωB97M-V functional and the def2-TZVPD basis).

Properties
Lowest unoccupied orbital energy (alpha / beta)   -2.07 / -2.04 eV
Structure (SMILES)   C=N[S@@H](=O)=S

```
! wB97M-V def2-TZVPD RIJCOSX def2/J DEFGRID3
* xyz 0 1
C -0.52384 -0.33067 0.37102
N 0.32171 -0.38754 -0.54780
S 1.64565 0.64187 -0.35922
O 1.22072 1.68403 0.53796
S 3.88427 -0.42723 0.24719
H -1.45685 -0.99485 0.46502
H -0.28457 0.41105 1.23586
H 1.30491 1.06961 -1.54674
*
```

Löwdin atomic charge list, values in e, 5 entries:
1. C -0.098
2. N -0.250
3. S 0.599
4. O -0.494
5. S 0.011


--- B ---
Entry from the Open Molecules 2025 dataset: CH3NOS2 as an isolated structure (the ωB97M-V functional and the def2-TZVPD basis).

Properties
Lowest unoccupied orbital energy   -2.04 eV

```
! wB97M-V def2-TZVPD RIJCOSX def2/J DEFGRID3
* xyz 0 1
C 1.68315 -1.60990 -0.65543
N -1.79428 1.55504 0.56966
O 2.76409 -2.08267 -0.77212
S 1.35239 -0.19719 0.38892
S -0.97901 0.96916 -0.70714
H 0.84583 -2.01772 -1.07534
H -1.40785 2.24121 1.10755
H -2.46432 1.14208 1.14391
*
```

Löwdin atomic charge list, values in e, 5 entries:
1. C -0.759
2. N -0.431
3. O -0.025
4. S 0.536
5. S 0.626


It is B that is the most stable of them.


--- A ---
Entry from the Open Molecules 2025 dataset: a 23-piece molecular cluster, C11H68NO22 overall (the ωB97M-V functional and the def2-TZVPD basis).

Properties
Lowest unoccupied orbital energy   -2.49 eV

```
! wB97M-V def2-TZVPD RIJCOSX def2/J DEFGRID3
* xyz 1 1
C 3.62649 -2.05582 1.38198
C 2.32158 -2.71580 1.28514
C 1.21728 -1.95815 0.57902
C 0.80001 -0.58653 1.09934
N -0.46127 0.06045 0.37482
C -0.49540 1.47302 0.65078
C -0.96008 1.59292 2.06664
C -1.83715 0.33867 2.35707
C -1.74602 -0.44012 0.97407
C -0.33971 0.01787 -1.18671
C 0.81463 0.55361 -1.86948
C 0.78996 0.45547 -3.45810
H 4.32497 -2.61687 1.76835
H 3.58347 -1.18692 1.83701
H 3.95601 -1.71981 0.53434
H 1.97494 -2.80666 2.36191
H 2.40379 -3.74332 1.04213
H 0.17922 -2.67987 0.51917
H 1.42802 -1.81606 -0.45793
H 1.82770 -0.02062 0.97282
H 0.61348 -0.60607 2.19592
H -1.31187 1.94369 0.04964
H 0.34930 2.06773 0.60907
H -1.46619 2.50704 2.07441
H -0.05380 1.50887 2.43910
H -2.96558 0.74727 2.43897
H -1.50218 -0.38149 3.29330
H -2.60253 -0.02189 0.47041
H -1.89123 -1.50382 1.13959
H -1.39927 0.45928 -1.51476
H -0.52483 -1.04775 -1.26635
H 1.83304 0.03277 -1.56118
H 0.86576 1.62685 -1.56568
H 0.83510 -0.49346 -3.62769
H 1.69209 0.74212 -4.11228
H -0.17946 0.56439 -3.66650
O 1.04606 -2.69198 4.62238
H 0.32775 -3.35734 4.25320
H 1.67613 -3.28567 4.77679
O 3.02512 -4.61442 4.00820
H 2.75713 -5.35672 3.53844
H 3.34629 -4.84601 4.79525
O -5.26272 1.36098 1.48303
H -5.90084 0.75420 1.24543
H -5.35449 1.20707 2.33171
O -3.00692 4.29503 -0.45011
H -3.77554 4.32831 -0.88517
H -3.14852 4.26438 0.51197
O -3.65467 4.04408 2.37414
H -2.88459 4.17043 2.70011
H -3.93081 3.79917 3.32994
O -2.74889 -1.25918 -3.62809
H -3.42364 -0.86457 -3.02802
H -3.20816 -1.53690 -4.21400
O -3.25993 -3.74588 1.55314
H -4.08137 -4.18822 1.69204
H -2.89469 -4.34936 0.93651
O -0.73114 3.96985 -2.31771
H -0.83622 3.73393 -3.29223
H -1.66808 3.88838 -1.98726
O -4.97180 -0.70099 -1.37094
H -5.15453 0.16199 -1.54720
H -5.05867 -0.91586 -0.37454
O 2.83574 -1.08625 -6.92286
H 3.67972 -1.32312 -6.49863
H 2.37741 -0.21741 -6.54092
O -0.35691 -3.21705 -3.96974
H -0.72512 -4.11280 -4.18284
H -1.24718 -2.76473 -3.87027
O 1.96729 3.98376 -0.74983
H 1.19886 3.78031 -1.31242
H 2.40372 4.82746 -0.73244
O 1.17860 4.18617 2.21083
H 2.09881 4.14000 2.79700
H 1.15382 3.96592 1.20551
O 3.34445 1.85982 0.10678
H 2.92766 2.75911 -0.39425
H 4.01263 1.62829 -0.59898
O 4.23978 1.39774 -4.96871
H 4.47917 2.19055 -4.58906
H 3.66991 1.77924 -5.62010
O -4.54755 0.13908 4.76522
H -4.71531 -0.55838 4.31701
H -4.03730 0.02811 5.59064
O 2.41477 -0.38631 4.67229
H 3.25372 -0.63515 4.90762
H 2.20027 -1.24091 4.60051
O 2.01144 1.81769 -6.51135
H 1.70873 2.57087 -5.94692
H 2.09002 2.09578 -7.35941
O -1.38871 4.37979 3.96120
H -0.54154 4.30060 3.32490
H -0.98692 3.92351 4.78718
O -1.52785 -3.61935 3.73221
H -2.10506 -4.17644 4.31375
H -2.17458 -3.69707 3.10982
O 3.24335 -1.65650 -3.01061
H 3.20440 -0.56212 -3.07122
H 4.14596 -1.51283 -3.30874
O 2.13841 -4.21238 -3.10459
H 1.22758 -4.06398 -3.48833
H 2.22525 -3.26674 -2.93554
*
```

Löwdin atomic charge list, values in e, 5 entries:
1. C -0.068
2. C -0.226
3. C -0.183
4. C -0.055
5. N -0.162


--- B ---
Entry from the Open Molecules 2025 dataset: C11H68NO22 as an isolated structure (the ωB97M-V functional and the def2-TZVPD basis).

Properties
Lowest unoccupied orbital energy   -2.66 eV

```
! wB97M-V def2-TZVPD RIJCOSX def2/J DEFGRID3
* xyz 1 1
C 1.89704 -3.01344 -0.71986
C 1.13710 -1.81258 -1.41504
C -0.09922 -1.30579 -0.89898
C -0.10505 -0.80519 0.58627
N -0.99172 0.31004 0.91877
C -1.10380 0.67804 2.35840
C -2.48850 1.15549 2.87324
C -3.32169 0.73486 1.64199
C -2.42872 -0.22915 0.79345
C -0.85970 1.55007 0.01003
C 0.60817 2.08764 -0.04456
C 0.65105 3.23524 -0.89542
H 1.17328 -3.96179 -0.72650
H 2.10565 -2.71329 0.47431
H 2.74847 -3.43668 -1.34128
H 1.12047 -1.83467 -2.35338
H 1.77897 -1.13636 -1.30176
H -0.95036 -2.02844 -0.79001
H -0.30090 -0.37823 -1.49357
H 0.82984 -0.42870 0.86116
H -0.19888 -1.56503 1.06825
H -0.22248 1.36664 2.69660
H -0.58722 -0.23724 2.91360
H -2.66812 2.21538 2.95532
H -2.51519 0.55241 3.84024
H -3.63981 1.39920 1.01294
H -4.28799 0.25783 1.96452
H -2.77364 -0.01784 -0.23077
H -2.45590 -1.35372 1.09681
H -1.36637 2.44560 0.43175
H -1.35183 1.41019 -0.92952
H 1.40407 1.33299 -0.32480
H 0.73542 2.39971 0.95773
H -0.01602 4.08859 -0.70167
H 0.40730 3.10341 -1.97161
H 1.70742 3.59455 -1.18728
O 4.74752 -5.29996 -0.38251
H 5.03997 -4.85959 -1.19584
H 3.88919 -5.36334 -0.51555
O 3.38779 -0.49660 1.02969
H 3.96062 -1.14482 0.53806
H 3.70379 -0.70203 1.98232
O -1.11673 5.79642 -2.77100
H -0.66981 5.76502 -1.90045
H -0.44641 5.58935 -3.43797
O -1.29653 -5.02337 -0.13246
H -1.16879 -4.59970 -1.04629
H -2.04612 -4.70090 0.20706
O -2.43238 5.01007 3.99596
H -2.72725 4.65540 3.13331
H -3.19063 4.64678 4.47145
O 4.02015 2.65837 -2.08249
H 4.09437 3.55767 -1.78457
H 4.13774 2.00685 -1.49714
O -0.62500 -4.45468 -2.89390
H 0.29188 -4.19975 -3.02340
H -0.77619 -5.35379 -3.12514
O -0.68663 1.47664 -3.94840
H -1.12547 0.70772 -4.33536
H 0.20644 1.07659 -3.99880
O -0.69317 3.54457 5.76315
H -0.42662 2.69206 5.50061
H -1.30221 3.93065 4.98718
O 4.83882 -4.64221 -3.09412
H 3.98060 -4.27916 -3.46472
H 5.26103 -5.28832 -3.56822
O 4.69105 -1.57248 -0.88919
H 5.50872 -1.03582 -0.80177
H 4.27511 -1.36768 -1.79438
O -3.90562 4.25666 1.71469
H -4.06335 4.54534 0.80773
H -4.67915 4.26743 2.13353
O -3.34437 -4.07590 1.43468
H -3.81488 -4.59844 2.14008
H -3.99128 -3.76544 0.86611
O 0.96271 5.98776 -0.68706
H 0.51275 6.18359 0.04845
H 1.81858 5.59199 -0.39750
O -2.29161 4.75708 -1.34433
H -2.70142 5.64568 -0.99787
H -1.85206 5.13273 -2.11543
O 1.03076 -5.48481 1.45778
H 0.81147 -4.81619 2.21599
H 0.35746 -5.34332 0.83404
O 3.22661 4.70251 0.95622
H 3.42203 4.18967 1.62011
H 3.30078 5.55625 1.25026
O -2.54740 -0.50075 -3.69673
H -3.05515 -0.88619 -2.81061
H -2.36035 -1.25653 -4.39287
O -5.98222 -1.84444 2.46993
H -5.93554 -2.30287 3.27422
H -5.91125 -2.52503 2.05112
O -2.21919 -2.98192 3.68205
H -2.51804 -3.26133 2.78653
H -1.27511 -3.07081 3.77276
O 1.97965 -4.11572 -3.76198
H 1.68620 -3.79551 -4.52830
H 1.81100 -5.10004 -3.88214
O 4.24766 1.04650 0.07956
H 3.91721 0.08845 -0.00070
H 4.48706 1.38390 0.96521
*
```

Löwdin atomic charge list, values in e, 5 entries:
1. C -0.047
2. C -0.259
3. C -0.119
4. C -0.125
5. N -0.184


It is A that is the most stable of them.